[1]
# C30H32FNO3PtSiTe

C30H32FNO3PtSiTe as an isolated structure (the ωB97M-V functional and the def2-TZVPD basis, the OMol25 dataset).

The expectation value of S² is 2.01. The value obtained for the LUMO energy (alpha / beta) is 0.0626 / -1.1726 eV. As for the multiplicity: 3. For the total energy, the calculation gives -60396.3443 eV.

Last column: Mulliken spin population.
Positions of all 70 atoms, in Å:
Pt 1.77291 1.52216 -0.75672  1.43
C -5.82138 -0.86250 -1.81664  0.00
C -5.37377 0.59884 -1.73945  0.00
C -6.34737 1.51194 -0.99956  0.00
C -6.39435 1.13838 0.47560  0.00
C -5.01216 1.17553 1.05668  0.00
C -4.81423 1.41704 2.39863  0.00
C -3.52749 1.38810 2.92296  0.00
F -3.38328 1.55444 4.25454  0.00
C -2.42443 1.18549 2.13249  0.00
C -2.59605 0.97630 0.75995  0.03
C -1.40005 0.79982 -0.08739  -0.02
O -0.27403 0.89784 0.42031  -0.05
C -1.69073 0.50531 -1.46491  0.00
C -2.98475 0.46460 -1.88365  0.00
N -4.06043 0.68443 -1.11457  0.00
C -3.89912 0.94090 0.22475  0.00
C -0.68486 0.20904 -2.56861  0.00
O -1.11290 -0.28002 -3.60299  0.01
O 0.54672 0.47239 -2.37918  0.09
H -6.81242 -0.92852 -2.25780  0.00
H -5.84019 -1.32959 -0.83671  0.00
H -5.12869 -1.42447 -2.43895  0.00
H -5.26293 0.96273 -2.76760  0.00
H -7.33585 1.44189 -1.45514  0.00
H -5.99592 2.54217 -1.09773  0.00
H -6.79471 0.12794 0.58637  0.00
H -7.05633 1.81063 1.02242  0.00
H -5.64895 1.61757 3.05314  0.00
H -1.42852 1.18751 2.54464  0.00
H -3.16968 0.24966 -2.92779  0.00
C 4.71743 4.25221 1.69626  0.03
Si 3.75422 2.78950 0.90458  0.04
C 3.09747 1.67499 2.32453  0.02
C 5.00038 1.82960 -0.20548  0.05
C 2.22012 3.40219 -0.05321  0.25
H 5.54213 3.88098 2.29638  0.00
H 4.08452 4.85668 2.33815  0.00
H 5.13202 4.91258 0.94174  0.00
H 3.83841 0.96029 2.66718  0.00
H 2.21579 1.12691 1.99181  0.00
H 2.79377 2.27130 3.17819  0.00
H 5.26279 0.87478 0.23739  0.00
H 5.91912 2.39043 -0.34196  0.00
H 4.58558 1.62622 -1.19188  -0.02
H 2.43202 4.10130 -0.86478  0.01
H 1.47233 3.82623 0.61453  0.02
Te 2.57074 -0.91548 -1.72995  0.11
C 4.09656 -2.12986 -0.79948  0.00
C 4.97528 -2.79401 -1.64566  0.00
C 5.93271 -3.65526 -1.14091  0.00
C 6.01748 -3.86615 0.22491  0.00
C 5.16352 -3.18912 1.08056  0.00
C 4.21476 -2.31845 0.57026  -0.01
C 1.00656 -2.03712 -0.82790  0.03
C 0.18234 -2.77872 -1.66067  -0.02
C -0.84709 -3.52904 -1.12081  0.00
C -1.04524 -3.55085 0.24850  0.00
C -0.22792 -2.80430 1.07877  0.00
C 0.78929 -2.03516 0.54018  0.00
H 4.89566 -2.64174 -2.71379  0.00
H 6.60350 -4.16685 -1.81764  0.00
H 6.75426 -4.54849 0.62116  0.00
H 5.23412 -3.33936 2.14856  0.00
H 3.56056 -1.78836 1.24816  0.00
H 0.33520 -2.75542 -2.72974  0.00
H -1.49091 -4.10482 -1.77076  0.00
H -1.84270 -4.14514 0.67057  0.00
H -0.38937 -2.81985 2.14746  0.00
H 1.39856 -1.42016 1.18769  -0.01

Forces on atoms 1 to 6 (eV/Å):
-1.0 0.0 -0.8
0.1 0.2 0.0
-0.7 -0.2 -0.3
0.1 -0.1 0.0
-0.1 0.0 -0.1
0.0 0.0 0.1

=====

[2]
# C30H32N2Na

C30H32N2Na as an isolated structure (the ωB97M-V functional and the def2-TZVPD basis, the OMol25 dataset).

Its total charge is -1. The value obtained for the LUMO energy is 1.8534 eV. As for the multiplicity: 1. For the total energy, the calculation gives -39024.6532 eV.

Last column: natural (NBO) charge in e.
Positions of all 65 atoms, in Å:
C -6.64751 -2.51429 1.78157  -0.41
C -6.70553 -2.45212 0.25500  -0.41
C -5.37377 -1.81224 -0.21989  -0.18
N -4.61979 -1.48322 0.97591  -0.49
C -3.35647 -0.85462 0.93543  0.03
C -3.22947 0.57445 0.84466  -0.25
C -1.96571 1.18263 0.85932  -0.35
C -0.76604 0.41197 0.93406  0.09
C 0.48397 1.07374 0.93930  -0.45
C 1.76481 0.45762 0.98312  -0.01
C 1.99559 -0.92514 1.00259  -0.27
C 3.22517 -1.47867 1.02003  -0.16
C 4.40290 -0.67653 1.02886  0.03
N 5.67565 -1.28750 1.03548  -0.48
C 6.08340 -2.06135 2.22309  -0.20
C 7.07067 -3.14808 1.74589  -0.42
C 7.10382 -3.07587 0.21633  -0.42
C 6.13165 -1.95099 -0.19805  -0.20
C 4.21547 0.73526 1.00308  -0.21
C 2.94268 1.28535 0.98726  -0.24
C -0.93221 -0.98359 0.96192  -0.28
C -2.14532 -1.59761 0.96959  -0.18
C -5.27453 -1.92151 2.20191  -0.18
H -7.46715 -1.94303 2.23354  0.20
H -6.75735 -3.54291 2.14741  0.20
H -6.83374 -3.44937 -0.18424  0.20
H -7.55929 -1.85555 -0.08781  0.20
H -4.80368 -2.51210 -0.85376  0.17
H -5.55339 -0.90938 -0.82548  0.17
H -4.12994 1.16583 0.80937  0.19
H -1.89149 2.28404 0.77707  0.17
H 0.47318 2.15202 0.93396  0.18
H 1.13729 -1.57571 1.00164  0.17
H 3.35361 -2.57126 1.01672  0.18
H 6.54221 -1.39288 2.96432  0.18
H 5.19431 -2.50698 2.69639  0.18
H 8.06602 -2.97521 2.17010  0.20
H 6.75330 -4.13772 2.09549  0.20
H 8.11397 -2.85926 -0.14779  0.20
H 6.80713 -4.02893 -0.23801  0.20
H 5.25981 -2.35458 -0.73749  0.18
H 6.61150 -1.21804 -0.86061  0.18
H 5.09308 1.37670 0.99107  0.20
H 2.81779 2.37538 0.97211  0.19
H -0.04450 -1.60380 0.98787  0.18
H -2.21628 -2.69638 1.00663  0.20
H -5.40386 -1.07705 2.89834  0.17
H -4.66427 -2.67331 2.72804  0.17
C -2.24264 2.22569 -3.61726  -0.49
Na -2.76620 2.28974 -1.20055  0.94
C -1.48006 1.19770 -2.99512  -0.30
C -0.39240 1.80161 -2.31389  -0.38
C -0.52237 3.23830 -2.45206  -0.06
C -1.73598 3.50421 -3.18151  -0.18
C -2.11049 4.82890 -3.44997  -0.22
C -1.28745 5.88691 -3.03581  -0.27
C -0.08173 5.62148 -2.35994  -0.27
C 0.29475 4.31257 -2.06508  -0.23
H -2.61154 2.12394 -4.61097  0.21
H -1.63547 0.12861 -3.02592  0.21
H 0.36676 1.28474 -1.77903  0.23
H -3.02420 5.05629 -4.00353  0.19
H -1.55965 6.93045 -3.24993  0.19
H 0.56739 6.47260 -2.08257  0.20
H 1.24363 4.12804 -1.55819  0.21

Forces on atoms 1 to 6 (eV/Å):
0.2 0.1 0.5
0.2 0.1 -0.6
0.2 -0.1 -0.1
-1.1 -0.2 0.1
0.7 0.9 -0.1
1.1 -1.4 0.4

=====

[3]
# C30H32N3

C30H32N3 as an isolated structure (the ωB97M-V functional and the def2-TZVPD basis, the OMol25 dataset).

Its total charge is +1. The value obtained for the LUMO energy is -2.9902 eV. As for the multiplicity: 1. For the total energy, the calculation gives -36089.7543 eV.

Last column: natural (NBO) charge in e.
Positions of all 65 atoms, in Å:
C 2.86604 0.91752 1.24231  -0.64
C 2.11489 0.67648 2.50719  0.02
C 0.81582 1.19207 2.66415  0.06
N 0.20119 1.88715 1.56894  -0.32
C 0.08800 1.44802 0.23580  0.34
N -0.64962 2.37400 -0.38205  -0.30
C -0.96582 2.59927 -1.77751  -0.41
C -0.90080 3.44117 0.47740  -0.05
C -0.41507 3.13654 1.67701  -0.03
C 0.14432 1.07618 3.88969  0.02
C -1.24980 1.56616 4.11337  -0.65
C 0.81121 0.45032 4.95451  -0.21
C 2.11354 -0.03826 4.82684  0.04
C 2.79653 -0.68204 6.00213  -0.64
C 2.74342 0.04296 3.58503  -0.21
H 3.81370 0.35082 1.23274  0.24
H 2.29933 0.59462 0.35728  0.22
H 3.10014 1.99210 1.09779  0.23
H -1.12062 1.68021 -2.33758  0.26
H -1.87559 3.21787 -1.77959  0.23
H -0.19133 3.21412 -2.24606  0.23
H -1.43284 4.31030 0.11812  0.25
H -0.49129 3.67597 2.60209  0.26
H -1.64850 1.04253 4.99436  0.24
H -1.29622 2.64305 4.34387  0.22
H -1.93315 1.35464 3.27865  0.22
H 0.27809 0.32936 5.89587  0.22
H 3.84532 -0.87867 5.77443  0.22
H 2.75637 -0.05939 6.90116  0.23
H 2.31408 -1.63408 6.24580  0.23
H 3.74016 -0.37589 3.46818  0.22
C -1.58771 -1.82846 0.93326  -0.66
C -1.76034 -1.58318 -0.50896  0.23
N -2.66977 -2.32004 -1.22039  -0.36
C -3.63185 -3.27279 -0.66752  -0.41
C -2.57172 -2.01681 -2.57916  0.21
C -1.55762 -1.02357 -2.71756  -0.11
C -1.26530 -0.59670 -4.01492  -0.21
C -2.03900 -1.07420 -5.08700  -0.22
C -3.06411 -2.01893 -4.89267  -0.20
C -3.35493 -2.50420 -3.60619  -0.26
C -1.05458 -0.71905 -1.37223  -0.15
C 0.06502 0.11166 -0.98876  -0.14
C 1.21562 0.04900 -1.90073  -0.14
C 1.50262 -1.11140 -2.69299  -0.18
C 2.62057 -1.19513 -3.52394  -0.20
C 3.48672 -0.08558 -3.64535  -0.19
C 3.24732 1.05178 -2.85445  -0.23
C 2.17411 1.08400 -1.96751  -0.17
H -0.73202 -1.26013 1.31737  0.22
H -2.49713 -1.48683 1.46014  0.23
H -1.43228 -2.89017 1.21570  0.24
H -4.29994 -3.56489 -1.49038  0.22
H -3.11103 -4.16044 -0.26018  0.21
H -4.23169 -2.79659 0.12980  0.21
H -0.46666 0.12301 -4.18726  0.22
H -1.86526 -0.69955 -6.10530  0.23
H -3.64909 -2.38256 -5.72793  0.23
H -4.16496 -3.21712 -3.39041  0.22
H 0.22721 0.13216 0.37616  0.29
H 0.79209 -1.95205 -2.69986  0.23
H 2.76934 -2.10297 -4.13920  0.23
H 4.31111 -0.14381 -4.36456  0.23
H 3.89279 1.93121 -2.99694  0.23
H 2.03091 1.97927 -1.36199  0.19

Forces on atoms 1 to 6 (eV/Å):
0.5 -0.2 -0.7
0.0 0.3 0.3
0.7 -0.6 0.7
-0.1 -0.6 -1.3
-2.3 2.4 -2.5
0.1 2.4 1.4

=====

[4]
# C30H32N5O5Pt

C30H32N5O5Pt as an isolated structure (the ωB97M-V functional and the def2-TZVPD basis, the OMol25 dataset).

Its total charge is +1. The value obtained for the LUMO energy is -3.4006 eV. As for the multiplicity: 1. For the total energy, the calculation gives -52560.3269 eV.

Last column: Löwdin charge in e.
Positions of all 73 atoms, in Å:
Pt 0.16510 0.18961 -0.07106  1.26
C 2.68857 2.11865 1.58271  0.00
C 1.85605 1.24794 2.45650  -0.26
C 2.08570 1.28073 3.83289  0.00
C 1.40909 0.43826 4.67931  -0.02
C 0.47417 -0.43052 4.14258  0.01
C 0.22634 -0.37729 2.78919  -0.19
N 0.91128 0.43698 1.93952  0.05
C -0.81815 -1.20564 2.16713  -0.19
C -1.85886 -1.80219 2.85554  0.03
C -2.82105 -2.49571 2.14251  -0.01
C -2.73122 -2.55227 0.76261  0.02
C -1.67199 -1.92148 0.13598  -0.19
N -0.72534 -1.28905 0.83649  -0.03
C -1.51345 -1.80631 -1.32259  -0.20
C -2.21039 -2.61986 -2.18962  0.00
C -2.07960 -2.40234 -3.54841  -0.02
C -1.22777 -1.41362 -3.98147  0.00
C -0.49317 -0.65358 -3.07244  -0.25
C 0.47205 0.35283 -3.58748  0.00
N -0.65446 -0.83869 -1.74218  0.05
H 3.73972 1.99853 1.84598  0.11
H 2.42632 3.16877 1.72742  0.11
H 2.56897 1.85125 0.55146  0.03
H 2.82614 1.97088 4.21352  0.13
H 1.60557 0.44528 5.74311  0.12
H -0.04131 -1.14352 4.76835  0.12
H -1.93861 -1.69011 3.92615  0.12
H -3.65152 -2.96091 2.65534  0.12
H -3.49852 -3.03848 0.17955  0.12
H -2.83116 -3.41973 -1.81502  0.12
H -2.63567 -3.00245 -4.25624  0.12
H -1.10421 -1.21528 -5.03648  0.12
H 0.45293 0.36904 -4.67441  0.09
H 1.47647 0.11318 -3.24470  0.09
H 0.22036 1.34355 -3.21306  0.09
O 2.55270 0.70171 -1.31581  -0.02
C 1.94831 1.76026 -1.45904  -0.68
O 0.73151 1.91173 -0.96393  -0.24
C 2.50736 2.93567 -2.16744  -0.15
C 3.81540 2.87618 -2.62659  0.00
C 4.40364 3.96175 -3.28140  0.03
C 3.62188 5.07768 -3.44420  -0.21
O 3.96037 6.25224 -4.03941  0.05
C 2.81956 7.11029 -3.91797  -0.11
O 1.77664 6.35899 -3.29054  0.04
C 2.31367 5.13814 -2.99136  -0.20
C 1.72137 4.09008 -2.34576  0.08
H 4.37534 1.96518 -2.46573  0.12
H 5.42184 3.93065 -3.64217  0.12
H 2.49696 7.42368 -4.90999  0.14
H 3.07826 7.96782 -3.29584  0.14
H 0.70265 4.13087 -1.98808  0.13
C -4.94321 3.26969 -0.58209  -0.06
N -3.92054 2.24830 -0.41253  -0.11
C -4.06112 1.04222 -1.21953  -0.04
C -2.91636 2.20885 0.52098  -0.47
O -2.29569 1.14471 0.66899  -0.03
N -2.51543 3.31303 1.22835  -0.11
C -1.26638 3.16710 1.95930  -0.05
C -3.24541 4.51780 1.59552  -0.05
H -5.63477 2.92174 -1.34397  0.08
H -4.53029 4.22054 -0.92264  0.10
H -5.53012 3.42900 0.32287  0.09
H -4.60145 1.29949 -2.12794  0.09
H -4.60432 0.24886 -0.69575  0.09
H -3.08133 0.65880 -1.49189  0.07
H -0.53723 2.63663 1.35516  0.05
H -1.40062 2.63401 2.90764  0.10
H -0.88486 4.16629 2.16958  0.09
H -4.22682 4.57275 1.15250  0.05
H -2.68264 5.40319 1.29326  0.10
H -3.37006 4.55030 2.68134  0.10

Forces on atoms 1 to 6 (eV/Å):
0.5 -0.8 0.1
0.0 0.1 0.1
-0.2 -0.2 0.0
0.0 0.0 0.0
0.1 0.0 0.1
0.0 0.0 -0.1

=====

no.,largest force on an atom (Eh/bohr)
1,0.025
2,0.051
3,0.082
4,0.019